Density functional theory data (the ωB97M-V functional and the def2-TZVPD basis) for a cluster of 2 separate species, C7H19N3 in total in a non-equilibrium geometry.

Highest occupied orbital energy (spin up / spin down): -18.4 / -18.4 eV
Calculated total energy: -12015.893 eV
E_LUMO (spin up / spin down): -10.556 / -10.558 eV
Charge: +2
Relative energy (zero: lowest compared OMol25 entry of this formula, charge and spin): 448.7 kJ/mol
Maximum force: 0.10162 hartree/bohr
Gap between HOMO and LUMO (spin up / spin down): 7.8 / 7.8 eV

Last columns: bonded neighbours and bond lengths (Å).
Atoms and positions in Å:
1 C -0.807 -0.378 -0.853  N8 1.332, N9 1.315
2 C 2.110 0.077 1.720  C7 1.549, H11 1.081, H12 1.037, H13 1.119
3 C -0.121 -1.115 -3.061  N8 1.448, H14 1.136, H15 1.108, H16 1.063
4 C 1.106 0.675 -1.982  N8 1.444, H17 1.171, H18 1.090, H19 1.135
5 C -0.152 1.657 1.219  N10 1.456, H20 1.183, H21 1.078, H22 1.162
6 C -1.579 -0.025 2.003  N10 1.436, H23 1.086, H24 1.194, H25 1.130
7 C 0.750 -0.662 1.661  C2 1.549, N10 1.497, H26 1.052, H27 1.108
8 N 0.018 -0.270 -1.893  C1 1.332, C3 1.448, C4 1.444
9 N -2.032 -0.853 -0.908  C1 1.315, H28 1.061, H29 0.984
10 N -0.385 0.220 1.243  C5 1.456, C6 1.436, C7 1.497
11 H 2.292 0.433 2.725  C2 1.081
12 H 2.771 -0.640 1.370  C2 1.037
13 H 2.162 0.907 0.970  C2 1.119
14 H -0.909 -0.713 -3.774  C3 1.136
15 H 0.842 -1.209 -3.601  C3 1.108
16 H -0.425 -2.122 -2.910  C3 1.063
17 H 0.894 1.579 -1.269  C4 1.171
18 H 2.021 0.253 -1.567  C4 1.090
19 H 1.274 1.014 -3.052  C4 1.135
20 H -1.086 2.365 1.053  C5 1.183
21 H 0.557 2.014 1.947  C5 1.078
22 H 0.315 2.013 0.216  C5 1.162
23 H -2.435 0.568 1.695  C6 1.086
24 H -1.856 -1.185 2.078  C6 1.194
25 H -1.594 0.278 3.092  C6 1.130
26 H 0.647 -1.027 2.643  C7 1.052
27 H 0.855 -1.635 1.142  C7 1.108
28 H -2.614 -1.132 -1.750  N9 1.061
29 H -2.620 -1.086 -0.155  N9 0.984

Atom charges from the natural (NBO) analysis, given in e for atoms 1 to 8:
1 C 0.780
2 C -0.623
3 C -0.456
4 C -0.424
5 C -0.481
6 C -0.500
7 C -0.265
8 N -0.374